Arrangement a

{
  "formula": "H22O11",
  "method": "ωB97M-V with the def2-TZVPD basis set",
  "symbols": ["O", "H", "H", "O", "H", "H", "O", "H", "H", "O", "H", "H", "O", "H", "H", "O", "H", "H", "O", "H", "H", "O", "H", "H", "O", "H", "H", "O", "H", "H", "O", "H", "H"],
  "positions_angstrom": [[-0.07, -0.57, -0.40], [-1.03, -0.53, -0.37], [0.17, -1.13, 0.35], [4.43, -1.59, 0.79], [5.21, -1.38, 0.26], [3.74, -1.77, 0.14], [4.27, -1.84, 2.62], [4.73, -1.00, 2.51], [3.44, -1.71, 2.15], [-4.19, -3.67, -0.80], [-4.28, -2.71, -0.89], [-3.67, -3.93, -1.56], [4.81, 0.74, -1.21], [5.47, 0.07, -1.40], [3.98, 0.32, -1.46], [-5.64, -0.93, 0.21], [-4.91, -0.55, 0.71], [-5.23, -1.21, -0.62], [-0.36, 1.26, 0.32], [0.47, 1.60, -0.01], [-0.41, 1.58, 1.22], [-3.62, 1.97, 2.37], [-3.22, 1.09, 2.38], [-4.04, 2.05, 3.23], [1.60, -1.14, -1.84], [1.94, -1.84, -2.40], [0.65, -1.16, -1.98], [1.34, 4.27, -0.62], [0.73, 3.76, -1.16], [0.87, 4.39, 0.21], [-2.25, 2.22, -0.92], [-2.83, 1.78, -1.56], [-2.09, 1.54, -0.25]],
  "e_lumo_ev": -0.615,
  "smiles": "O.O.O.O.O.O.O.O.O.O.O",
  "molar_mass_da": 198.2,
  "orbital_gap_ev": 8.0
}

Arrangement b

{
  "formula": "H22O11",
  "method": "ωB97M-V with the def2-TZVPD basis set",
  "symbols": ["O", "H", "H", "O", "H", "H", "O", "H", "H", "O", "H", "H", "O", "H", "H", "O", "H", "H", "O", "H", "H", "O", "H", "H", "O", "H", "H", "O", "H", "H", "O", "H", "H"],
  "positions_angstrom": [[-0.45, 0.84, 0.50], [-0.19, 0.38, -0.31], [-1.11, 1.48, 0.20], [0.11, -0.99, -1.44], [-0.25, -1.88, -1.45], [0.55, -0.90, -2.29], [4.03, -2.41, -0.66], [4.62, -1.97, -1.29], [3.15, -2.14, -0.93], [-0.95, -3.61, 1.46], [-1.26, -4.36, 1.97], [-0.74, -3.98, 0.60], [-0.05, 4.23, -1.11], [-0.94, 4.57, -1.22], [-0.14, 3.29, -1.32], [-1.81, -1.84, 0.43], [-0.86, -1.73, 0.44], [-1.98, -2.36, -0.36], [-4.13, -0.59, -0.39], [-3.79, -1.48, -0.26], [-4.97, -0.59, 0.07], [4.82, 1.07, -0.41], [4.72, 1.40, -1.31], [3.94, 1.19, -0.02], [2.46, -1.30, 1.06], [2.57, -1.34, 2.02], [1.50, -1.28, 0.94], [-3.90, 1.34, -0.12], [-4.45, 2.10, -0.32], [-3.32, 1.27, -0.89], [1.19, 3.87, 2.45], [0.35, 4.34, 2.37], [1.27, 3.39, 1.62]],
  "e_lumo_ev": -0.516,
  "smiles": "O.O.O.O.O.O.O.O.O.O.O",
  "molar_mass_da": 198.2,
  "orbital_gap_ev": 9.3
}

Arrangement c

{
  "formula": "H22O11",
  "method": "ωB97M-V with the def2-TZVPD basis set",
  "symbols": ["O", "H", "H", "O", "H", "H", "O", "H", "H", "O", "H", "H", "O", "H", "H", "O", "H", "H", "O", "H", "H", "O", "H", "H", "O", "H", "H", "O", "H", "H", "O", "H", "H"],
  "positions_angstrom": [[7.87, 8.16, 9.21], [8.49, 8.75, 8.77], [8.24, 7.28, 9.04], [7.97, 3.30, 6.85], [8.92, 3.45, 7.01], [7.68, 4.22, 6.82], [4.72, 6.92, 5.56], [4.49, 7.69, 6.06], [4.13, 6.83, 4.80], [6.49, 4.25, 4.42], [5.82, 3.56, 4.46], [7.31, 3.75, 4.48], [5.27, 8.57, 7.79], [4.45, 8.65, 8.28], [6.01, 8.49, 8.42], [9.27, 6.12, 7.11], [8.72, 6.70, 6.59], [8.79, 5.74, 7.85], [3.46, 4.76, 8.19], [3.43, 4.77, 7.22], [4.33, 5.15, 8.33], [6.19, 5.77, 7.58], [5.69, 6.22, 6.88], [6.40, 6.41, 8.26], [6.04, 5.52, 11.55], [5.29, 4.99, 11.89], [5.72, 6.44, 11.54], [8.19, 5.28, 9.54], [7.78, 5.44, 10.42], [7.71, 4.52, 9.15], [7.66, 6.93, 4.91], [6.71, 7.11, 4.89], [7.63, 6.09, 4.50]],
  "e_lumo_ev": 0.053,
  "smiles": "O.O.O.O.O.O.O.O.O.O.O",
  "molar_mass_da": 198.2,
  "orbital_gap_ev": 10.7
}

Energy ordering: arrangement c at the bottom, the next structure 103.9 kcal/mol above.

Arrangement a

{
  "formula": "H22O11",
  "method": "ωB97M-V with the def2-TZVPD basis set",
  "symbols": ["O", "H", "H", "O", "H", "H", "O", "H", "H", "O", "H", "H", "O", "H", "H", "O", "H", "H", "O", "H", "H", "O", "H", "H", "O", "H", "H", "O", "H", "H", "O", "H", "H"],
  "positions_angstrom": [[2.57, 0.63, 1.54], [3.39, 0.60, 1.02], [1.93, 0.77, 0.83], [0.31, -2.54, 1.17], [0.55, -1.65, 0.90], [-0.16, -2.92, 0.39], [0.25, 0.19, 0.10], [0.67, 0.17, -0.71], [-0.61, -0.20, -0.15], [-2.68, 1.54, 1.30], [-3.66, 1.68, 1.20], [-2.56, 0.74, 0.81], [-1.69, -2.47, -2.99], [-2.23, -1.86, -3.48], [-1.37, -1.88, -2.30], [0.63, 1.28, 3.08], [1.40, 1.30, 3.68], [0.97, 0.85, 2.30], [-2.10, -0.92, -0.86], [-2.78, -0.25, -1.14], [-2.64, -1.67, -0.57], [-1.72, -0.73, 2.89], [-1.31, -0.13, 2.25], [-1.05, -1.23, 3.25], [1.71, 3.05, 0.10], [0.97, 3.11, -0.49], [2.44, 3.34, -0.50], [2.61, 1.08, -1.60], [2.05, 0.43, -2.07], [2.37, 1.88, -1.98], [0.61, -1.04, -2.48], [0.96, -1.88, -2.20], [0.19, -1.27, -3.27]],
  "e_lumo_ev": -0.553,
  "smiles": "O.O.O.O.O.O.O.O.O.O.O",
  "molar_mass_da": 198.2,
  "orbital_gap_ev": 9.2
}

Arrangement b

{
  "formula": "H22O11",
  "method": "ωB97M-V with the def2-TZVPD basis set",
  "symbols": ["O", "H", "H", "O", "H", "H", "O", "H", "H", "O", "H", "H", "O", "H", "H", "O", "H", "H", "O", "H", "H", "O", "H", "H", "O", "H", "H", "O", "H", "H", "O", "H", "H"],
  "positions_angstrom": [[-0.56, 0.13, 0.00], [-0.24, -0.62, 0.51], [-0.54, 0.86, 0.63], [1.98, -1.52, 2.24], [2.61, -0.83, 2.00], [1.59, -1.79, 1.40], [-1.37, -0.47, 1.78], [-0.96, -1.15, 2.32], [-2.22, -0.31, 2.21], [-2.63, 3.41, -1.00], [-3.05, 4.05, -1.59], [-2.53, 3.88, -0.17], [-0.71, -0.69, -4.06], [-1.54, -0.44, -4.48], [-0.20, -1.09, -4.76], [0.32, -3.83, -1.94], [0.02, -2.92, -1.86], [0.01, -4.25, -1.13], [-2.39, 4.09, 3.08], [-3.11, 4.57, 2.66], [-2.77, 3.80, 3.92], [2.41, -1.41, -2.55], [2.99, -0.64, -2.45], [2.88, -1.96, -3.19], [0.45, 0.02, -1.57], [0.60, 0.67, -2.27], [0.79, -0.80, -1.94], [3.20, 2.73, 0.48], [3.68, 1.92, 0.28], [3.74, 3.42, 0.09], [-0.80, -3.01, 3.39], [-1.58, -2.86, 3.94], [-0.07, -2.95, 4.02]],
  "e_lumo_ev": 0.400,
  "smiles": "O.O.O.O.O.O.O.O.O.O.O",
  "molar_mass_da": 198.2,
  "orbital_gap_ev": 6.7
}

Energy ordering: arrangement a at the bottom, the next structure 86.6 kcal/mol above.

Arrangement a

{
  "formula": "C3H3NO2",
  "method": "ωB97M-V with the def2-TZVPD basis set",
  "symbols": ["C", "C", "C", "H", "H", "H", "N", "O", "O"],
  "positions_angstrom": [[0.72, 0.35, -0.45], [-0.91, -0.64, 0.27], [-0.77, 0.29, 1.10], [1.82, -0.37, -1.78], [-1.92, -1.26, 0.30], [-1.15, 0.72, 1.93], [0.05, -0.75, -0.76], [1.91, 0.51, -1.14], [0.25, 1.15, 0.53]],
  "e_lumo_ev": 0.728,
  "molar_mass_da": 85.1,
  "orbital_gap_ev": 10.1
}

Arrangement b

{
  "formula": "C3H3NO2",
  "method": "ωB97M-V with the def2-TZVPD basis set",
  "symbols": ["C", "C", "C", "N", "O", "O", "H", "H", "H"],
  "positions_angstrom": [[-1.07, -0.94, 0.16], [-0.01, -0.01, 0.29], [0.72, 0.25, -0.85], [-2.05, -1.50, -0.10], [-0.42, 0.57, 2.60], [0.21, 0.69, 1.42], [1.63, 0.81, -0.64], [0.13, 0.90, -1.57], [0.87, -0.76, -1.31]],
  "e_lumo_ev": [-1.458, -1.518],
  "molar_mass_da": 85.1,
  "orbital_gap_ev": [9.2, 7.8]
}

Arrangement c

{
  "formula": "C3H3NO2",
  "method": "ωB97M-V with the def2-TZVPD basis set",
  "symbols": ["N", "C", "C", "O", "C", "O", "H", "H", "H"],
  "positions_angstrom": [[1.37, 1.98, -1.49], [0.65, 1.43, -0.77], [-0.37, 0.41, -0.52], [0.30, -0.79, -0.14], [0.04, -1.20, 1.12], [-0.76, -0.70, 1.87], [-0.72, 0.25, -1.54], [-1.19, 0.68, 0.15], [0.68, -2.07, 1.32]],
  "e_lumo_ev": 0.517,
  "smiles": "N#CCOC=O",
  "molar_mass_da": 85.1,
  "orbital_gap_ev": 12.1
}

Arrangement d

{
  "formula": "C3H3NO2",
  "method": "ωB97M-V with the def2-TZVPD basis set",
  "symbols": ["O", "C", "N", "O", "C", "C", "H", "H", "H"],
  "positions_angstrom": [[-1.84, 0.13, 1.28], [-0.70, -0.08, 0.91], [0.46, -0.02, 1.61], [1.48, -0.03, 0.63], [1.06, 0.00, -0.57], [-0.39, -0.05, -0.60], [-1.04, 0.84, -0.56], [1.82, -0.07, -1.34], [-0.84, -0.72, -1.34]],
  "e_lumo_ev": [-1.026, -1.026],
  "molar_mass_da": 85.1,
  "orbital_gap_ev": [8.2, 8.2]
}

Energy ordering: arrangement c at the bottom, the next structure 21.1 kcal/mol above.

Arrangement a

{
  "formula": "C3H3NO2",
  "method": "ωB97M-V with the def2-TZVPD basis set",
  "symbols": ["C", "C", "O", "H", "H", "N", "C", "O", "H"],
  "positions_angstrom": [[-0.67, -0.64, -1.75], [-0.30, -1.55, -0.89], [-0.09, -2.21, 0.06], [-0.12, -0.39, -2.70], [-1.34, 0.16, -1.37], [0.42, 0.53, 1.64], [0.66, 1.66, 1.44], [0.81, 2.78, 1.42], [0.64, -0.35, 2.14]],
  "e_lumo_ev": 0.491,
  "smiles": "C=C=O.N=C=O",
  "molar_mass_da": 85.1,
  "orbital_gap_ev": 10.0
}

Arrangement b

{
  "formula": "C3H3NO2",
  "method": "ωB97M-V with the def2-TZVPD basis set",
  "symbols": ["O", "C", "C", "O", "C", "N", "H", "H", "H"],
  "positions_angstrom": [[2.02, -0.17, 0.15], [0.68, -0.12, -0.03], [0.02, 1.05, -0.24], [-1.31, 0.78, -0.12], [-1.38, -0.53, 0.09], [-0.24, -1.15, 0.11], [2.34, -1.06, 0.29], [0.28, 2.01, -0.62], [-2.40, -0.81, 0.37]],
  "e_lumo_ev": 0.892,
  "smiles": "Oc1cocn1",
  "molar_mass_da": 85.1,
  "orbital_gap_ev": 9.7
}

Arrangement c

{
  "formula": "C3H3NO2",
  "method": "ωB97M-V with the def2-TZVPD basis set",
  "symbols": ["O", "N", "O", "C", "C", "C", "H", "H", "H"],
  "positions_angstrom": [[-0.22, -4.09, 0.13], [-0.53, -2.95, 0.15], [0.55, -2.07, -0.01], [0.34, -0.72, -0.40], [-0.76, 0.19, 0.04], [0.40, 0.45, 0.55], [0.79, -0.62, -1.39], [-1.78, 0.47, -0.07], [1.07, 0.90, 1.24]],
  "e_lumo_ev": 0.470,
  "smiles": "O=NOC1C=C1",
  "molar_mass_da": 85.1,
  "orbital_gap_ev": 10.4
}

Energy ordering: arrangement b at the bottom, the next structure 12.8 kcal/mol above.